Record 1
Density functional theory data (ωB97M-V/def2-TZVPD) for 2 unconnected molecules or ions with the total composition C2H10N2O.

```
15
Properties=species:S:1:pos:R:3:nbo_charge:R:1
C -0.069 1.022 0.879 -0.386
N 0.107 -0.264 1.469 -0.663
C -0.611 -1.441 1.114 -0.063
N -0.146 -2.385 0.023 -0.812
H 0.623 1.647 1.368 0.205
H -0.993 1.467 0.877 0.170
H 0.138 1.054 -0.309 0.165
H 0.341 -0.227 2.438 0.375
H -0.682 -2.201 1.916 0.192
H -1.704 -1.231 0.787 0.149
H 0.801 -2.536 0.228 0.336
H -0.021 -1.793 -0.794 0.330
H 0.540 1.497 -3.110 0.480
H 0.909 2.901 -3.866 0.476
O 0.767 2.489 -3.020 -0.956
```

Max |F| (eV/Å): 4.270
SMILES: CNCN.O
ΔE to the lowest compared entry with this formula, charge and spin (eV): 1.438

***

Record 2
Density functional theory data (ωB97M-V/def2-TZVPD) for 2 unconnected molecules or ions with the total composition C2H10N2O.

```
15
Properties=species:S:1:pos:R:3:nbo_charge:R:1
C -0.587 0.651 -0.960 -0.235
C -1.870 0.028 -0.441 -0.227
N -1.985 0.014 1.022 -0.817
N 0.573 -0.173 -0.570 -0.854
H -0.434 1.647 -0.542 0.181
H -0.627 0.815 -2.034 0.175
H -1.882 -1.002 -0.800 0.181
H -2.739 0.494 -0.911 0.185
H -1.529 -0.840 1.336 0.354
H -1.358 0.720 1.394 0.344
H 1.401 0.407 -0.573 0.361
H 0.736 -0.877 -1.293 0.354
H 2.700 -0.389 1.560 0.472
H 3.932 -1.200 1.301 0.466
O 3.669 -0.294 1.510 -0.938
```

Max |F| (eV/Å): 0.849
SMILES: NCCN.O
ΔE to the lowest compared entry with this formula, charge and spin (eV): 0.328

***

Record 3
Density functional theory data (ωB97M-V/def2-TZVPD) for 2 unconnected molecules or ions with the total composition C2H10N2O2.

```
16
Properties=species:S:1:pos:R:3:nbo_charge:R:1
N 0.236 -0.122 -2.521 -0.857
C 1.588 -0.335 -2.087 0.093
O 1.886 0.054 -0.760 -0.765
H -0.389 -0.749 -2.047 0.364
H -0.092 0.829 -2.554 0.364
H 1.809 -1.390 -2.252 0.147
H 2.257 0.195 -2.754 0.149
H 1.079 0.398 -0.343 0.495
N -1.627 -0.099 2.846 -0.856
C -1.440 0.598 1.662 0.086
O -0.546 -0.043 0.681 -0.789
H -2.289 -0.852 2.842 0.375
H -0.882 -0.269 3.501 0.381
H -2.356 0.787 1.119 0.170
H -0.979 1.548 1.763 0.168
H -0.251 -0.900 1.012 0.476
```

Max |F| (eV/Å): 1.787
SMILES: NCO.NCO
ΔE to the lowest compared entry with this formula, charge and spin (eV): 0.817

***

Record 4
Density functional theory data (ωB97M-V/def2-TZVPD) for 3 unconnected molecules or ions with the total composition C2H10N2O2.

```
16
Properties=species:S:1:pos:R:3:nbo_charge:R:1
C -2.129 -1.959 -0.193 -0.457
N -0.908 0.283 1.064 -0.884
C -1.103 0.218 -0.352 0.269
N -1.650 -0.759 -0.938 -0.456
H -2.708 -2.605 -0.827 0.214
H -2.759 -1.818 0.720 0.180
H -1.236 -2.509 0.187 0.195
H -1.205 1.235 1.442 0.383
H -1.236 -0.379 1.674 0.374
H -0.879 1.235 -0.746 0.188
H 2.887 0.189 1.909 0.468
H 1.411 0.245 1.533 0.492
O 2.310 0.571 1.335 -0.964
H 2.158 0.607 -1.505 0.452
H 2.461 1.616 -0.537 0.484
O 2.492 1.425 -1.519 -0.938
```

Max |F| (eV/Å): 5.738
SMILES: C/N=C\N.O.O
ΔE to the lowest compared entry with this formula, charge and spin (eV): 1.319

***

Record 5
Density functional theory data (ωB97M-V/def2-TZVPD) for 2 unconnected molecules or ions with the total composition C2H10N2O2.

```
16
Properties=species:S:1:pos:R:3:nbo_charge:R:1
N 2.058 -0.756 0.138 -0.849
C 1.897 -2.006 -0.530 0.093
O 0.577 -2.307 -0.983 -0.746
H 1.427 -0.061 -0.228 0.381
H 1.846 -0.876 1.121 0.351
H 2.525 -2.083 -1.425 0.152
H 2.255 -2.842 0.088 0.147
H -0.070 -1.770 -0.489 0.466
N -2.323 2.263 0.492 -0.847
C -1.076 1.588 0.628 0.090
O -0.717 0.676 -0.395 -0.773
H -2.409 2.920 -0.267 0.366
H -3.144 1.655 0.469 0.359
H -0.290 2.336 0.666 0.176
H -1.139 1.049 1.574 0.152
H -1.417 0.214 -0.859 0.481
```

Max |F| (eV/Å): 1.254
SMILES: NCO.NCO
ΔE to the lowest compared entry with this formula, charge and spin (eV): 0.850

***

Record 6
Density functional theory data (ωB97M-V/def2-TZVPD) for 3 unconnected molecules or ions with the total composition C2H10N2O2.

```
16
Properties=species:S:1:pos:R:3:nbo_charge:R:1
C -2.372 -1.026 1.370 -0.420
N 0.320 -2.785 -0.147 -0.821
C -0.679 -2.654 0.875 0.403
N -1.964 -2.387 0.938 -0.644
H -3.446 -1.147 1.388 0.207
H -1.952 -0.756 2.398 0.171
H -2.324 -0.304 0.567 0.182
H 1.284 -3.008 0.098 0.398
H 0.259 -2.544 -1.169 0.402
H -0.306 -2.856 1.895 0.121
H 2.986 5.286 -0.481 0.469
H 2.599 5.806 -1.921 0.466
O 3.121 5.107 -1.506 -0.935
H 0.965 0.688 -2.101 0.464
H 0.370 1.250 -0.790 0.470
O 1.138 1.331 -1.415 -0.934
```

Max |F| (eV/Å): 4.321
SMILES: C/N=C/N.O.O
ΔE to the lowest compared entry with this formula, charge and spin (eV): 3.223

***

Record 7
Density functional theory data (ωB97M-V/def2-TZVPD) for 3 unconnected molecules or ions with the total composition C2H10N2O2.

```
16
Properties=species:S:1:pos:R:3:nbo_charge:R:1
C -2.100 -1.134 -1.018 -0.454
N 0.293 -0.157 0.399 -0.891
C -0.966 0.315 0.561 0.267
N -2.074 -0.256 0.213 -0.457
H -3.098 -0.875 -1.471 0.227
H -1.202 -0.819 -1.636 0.169
H -1.940 -2.188 -0.820 0.195
H 0.809 -0.655 1.081 0.399
H 0.272 -0.722 -0.458 0.360
H -1.137 1.416 0.503 0.186
H -2.114 4.729 1.952 0.463
H -1.094 4.108 1.031 0.466
O -2.019 3.992 1.406 -0.928
H 4.862 -2.530 -0.060 0.468
H 5.774 -2.844 -1.269 0.471
O 5.734 -2.380 -0.414 -0.939
```

Max |F| (eV/Å): 3.603
SMILES: C/N=C\N.O.O
ΔE to the lowest compared entry with this formula, charge and spin (eV): 2.881

***

Record 8
Density functional theory data (ωB97M-V/def2-TZVPD) for 3 unconnected molecules or ions with the total composition C2H10N2O2.

```
16
Properties=species:S:1:pos:R:3:nbo_charge:R:1
C 1.571 0.281 0.106 -0.456
N 0.896 1.469 2.499 -0.889
C -0.062 0.661 1.725 0.282
N 0.180 0.196 0.604 -0.449
H 2.009 -0.621 -0.299 0.221
H 1.409 0.872 -0.858 0.198
H 2.268 0.902 0.572 0.178
H 0.574 2.156 3.254 0.379
H 1.528 2.045 1.994 0.367
H -1.076 0.810 2.248 0.168
H -1.763 -2.749 1.428 0.466
H -2.044 -3.749 0.336 0.463
O -1.266 -3.322 0.795 -0.928
H -0.973 0.870 -5.181 0.464
H -1.441 -0.243 -4.287 0.468
O -1.809 0.422 -4.937 -0.932
```

Max |F| (eV/Å): 5.129
SMILES: C/N=C\N.O.O
ΔE to the lowest compared entry with this formula, charge and spin (eV): 1.847

***

Record 9
Density functional theory data (ωB97M-V/def2-TZVPD) for a molecular structure, C2H10N2O2.

```
16
Properties=species:S:1:pos:R:3:nbo_charge:R:1
C 0.705 0.805 -0.516 -0.403
C 1.779 0.513 0.486 0.265
N 1.787 -0.801 1.312 -0.739
N 1.263 0.332 -1.953 -0.659
H -0.158 0.143 -0.514 0.356
H 1.925 1.280 1.165 0.212
H 0.945 -1.359 1.108 0.412
H 2.610 -1.260 0.941 0.389
H 1.314 -0.730 -1.954 0.354
H 0.341 1.814 -0.787 0.274
H -2.403 -0.286 0.418 0.494
H -3.173 -1.887 0.924 0.441
O -2.632 -1.452 0.236 -1.130
H 2.194 0.516 -1.482 0.332
H -2.782 1.403 0.042 0.447
O -2.001 0.920 0.364 -1.043
```

Max |F| (eV/Å): 7.198
ΔE to the lowest compared entry with this formula, charge and spin (eV): 7.923

***

Record 10
Density functional theory data (ωB97M-V/def2-TZVPD) for 3 unconnected molecules or ions with the total composition C2H10N2O2.

```
16
Properties=species:S:1:pos:R:3:nbo_charge:R:1
C 0.777 -0.150 -1.177 -0.200
C -0.372 -0.854 -1.204 0.009
N -1.657 -0.435 -0.894 -0.807
N 2.067 -0.688 -0.806 -0.863
H 0.812 0.839 -1.635 0.179
H -0.276 -1.943 -1.185 0.166
H -2.100 -1.127 -0.324 0.388
H -1.734 0.527 -0.631 0.396
H 2.421 -1.113 -1.661 0.368
H 2.090 -1.366 -0.057 0.365
H -2.362 0.963 2.473 0.468
H -1.219 1.344 1.550 0.496
O -2.177 1.180 1.553 -0.968
H 1.395 0.633 2.017 0.468
H 1.426 1.005 0.588 0.495
O 0.909 1.186 1.393 -0.961
```

Max |F| (eV/Å): 2.003
SMILES: N/C=C/N.O.O
ΔE to the lowest compared entry with this formula, charge and spin (eV): 1.491

***

Record 11
Density functional theory data (ωB97M-V/def2-TZVPD) for 3 unconnected molecules or ions with the total composition C2H10N2O3.

```
17
Properties=species:S:1:pos:R:3:nbo_charge:R:1
C -0.673 1.778 -1.077 -0.409
N -0.359 0.428 -1.508 -0.634
C 0.621 -0.248 -0.842 0.793
N 1.295 -1.188 -1.573 -0.835
O 0.825 -0.127 0.369 -0.723
H -1.628 2.094 -1.463 0.211
H 0.081 2.499 -1.393 0.188
H -0.759 1.779 0.008 0.226
H -0.589 0.013 -2.392 0.390
H 1.193 -1.205 -2.568 0.392
H 2.027 -1.640 -1.053 0.418
H 0.968 -0.271 2.509 0.482
H 0.510 -1.678 2.794 0.471
O 1.002 -0.952 3.192 -0.953
H -0.909 -0.288 1.166 0.481
H -1.859 -0.312 2.359 0.467
O -1.747 -0.682 1.474 -0.967
```

Max |F| (eV/Å): 1.021
SMILES: CNC(N)=O.O.O
ΔE to the lowest compared entry with this formula, charge and spin (eV): 0.269

***

Record 12
Density functional theory data (ωB97M-V/def2-TZVPD) for 3 unconnected molecules or ions with the total composition C2H10N2O3.

```
17
Properties=species:S:1:pos:R:3:nbo_charge:R:1
C -0.075 0.369 1.893 -0.451
N 1.001 0.042 0.858 -0.153
C 1.118 0.675 -0.356 0.703
N 2.361 0.651 -1.028 -0.780
O 0.061 1.085 -0.906 -0.450
H 0.261 -0.219 2.848 0.261
H -0.008 1.388 2.232 0.275
H -1.060 0.210 1.488 0.295
H 1.746 -0.506 1.213 0.427
H 3.252 0.297 -0.593 0.429
H 2.415 1.189 -1.835 0.433
H -3.408 0.884 -1.530 0.481
H -1.962 0.686 -1.486 0.473
O -2.816 0.152 -1.328 -0.952
H -1.293 -1.640 -0.473 0.479
H -0.978 -2.990 -0.797 0.494
O -0.615 -2.273 -0.200 -0.963
```

Net charge: +1
Max |F| (eV/Å): 4.702
ΔE to the lowest compared entry with this formula, charge and spin (eV): 0.722
Multiplicity: 2

***

Record 13
Density functional theory data (ωB97M-V/def2-TZVPD) for 2 unconnected molecules or ions with the total composition C2H10N2S2.

```
16
Properties=species:S:1:pos:R:3:nbo_charge:R:1
C 0.766 1.418 0.770 -0.781
S 2.246 0.747 -0.067 0.094
S 1.727 -1.218 -0.374 -0.143
H 0.980 1.116 1.868 0.226
H 0.783 2.585 0.692 0.239
H -0.227 0.996 0.410 0.238
H 0.789 -1.080 -1.360 0.124
N -3.652 0.557 -0.392 -0.826
C -2.520 -0.243 -0.466 -0.046
N -2.037 -0.799 0.861 -0.908
H -3.426 1.370 0.151 0.351
H -4.483 0.083 -0.047 0.373
H -1.729 0.118 -1.087 0.159
H -2.876 -1.167 -1.063 0.175
H -1.662 -0.252 1.610 0.361
H -1.364 -1.587 0.773 0.365
```

Max |F| (eV/Å): 4.336
SMILES: CSS.NCN
ΔE to the lowest compared entry with this formula, charge and spin (eV): 0.980

***

Record 14
Density functional theory data (ωB97M-V/def2-TZVPD) for a molecular structure, C2H10N3O.

```
16
Properties=species:S:1:pos:R:3:nbo_charge:R:1
C -0.197 0.990 -0.367 -0.289
C 0.213 -0.333 -0.899 0.234
N 1.186 -0.203 -1.962 -0.823
N 0.425 -1.119 1.575 -0.524
N -1.089 0.815 0.704 -0.764
O 0.982 -1.113 0.185 -0.416
H 0.713 1.656 -0.188 0.244
H -0.685 1.491 -1.207 0.236
H -0.721 -0.917 -1.183 0.196
H 2.104 -0.011 -1.640 0.396
H 1.160 -1.001 -2.704 0.414
H 0.210 -2.023 1.941 0.420
H 1.173 -0.554 2.136 0.413
H -1.901 0.288 0.575 0.412
H -1.264 1.536 1.366 0.428
H -0.397 -0.083 1.405 0.422
```

Net charge: +1
Max |F| (eV/Å): 5.139
ΔE to the lowest compared entry with this formula, charge and spin (eV): 4.399

***

Record 15
Density functional theory data (ωB97M-V/def2-TZVPD) for 2 unconnected molecules or ions with the total composition C2H10N3O.

```
16
Properties=species:S:1:pos:R:3:nbo_charge:R:1
C -1.255 -0.798 2.062 0.665
N -0.717 -2.021 2.044 -0.767
N -0.945 0.019 1.130 -0.550
N -2.046 -0.420 3.036 -0.748
C 0.000 0.000 0.000 -0.436
H -1.011 -2.710 2.741 0.429
H -0.346 -2.332 1.143 0.426
H -1.579 0.790 0.904 0.420
H -2.448 0.520 2.999 0.431
H -2.440 -1.120 3.670 0.430
H 0.850 -0.594 0.376 0.217
H 0.352 1.023 -0.212 0.250
H -0.356 -0.452 -0.941 0.230
O -0.261 -1.151 -3.697 -0.928
H -0.460 -2.103 -3.547 0.474
H 0.473 -0.950 -3.073 0.459
```

Net charge: +1
Max |F| (eV/Å): 5.648
ΔE to the lowest compared entry with this formula, charge and spin (eV): 1.113

***

Record 16
Density functional theory data (ωB97M-V/def2-TZVPD) for 2 unconnected molecules or ions with the total composition C2H10N3O.

```
16
Properties=species:S:1:pos:R:3:nbo_charge:R:1
C -1.164 -0.063 -0.162 0.673
N -0.603 -1.129 0.355 -0.772
N -0.419 1.012 -0.385 -0.575
N -2.439 -0.063 -0.523 -0.760
C 0.900 1.451 0.075 -0.427
H 0.389 -1.106 0.604 0.449
H -1.049 -2.017 0.111 0.421
H -0.749 1.690 -1.076 0.417
H -2.826 0.781 -0.951 0.427
H -3.012 -0.908 -0.451 0.432
H 1.303 2.234 -0.589 0.244
H 1.652 0.649 0.171 0.208
H 0.726 1.890 1.072 0.223
O 2.107 -1.709 0.613 -0.947
H 2.471 -1.096 1.292 0.488
H 2.713 -1.615 -0.156 0.499
```

Net charge: +1
Max |F| (eV/Å): 2.552
ΔE to the lowest compared entry with this formula, charge and spin (eV): 0.669

***

Record 17
Density functional theory data (ωB97M-V/def2-TZVPD) for 3 unconnected molecules or ions with the total composition C2H10N3S.

```
16
Properties=species:S:1:pos:R:3:nbo_charge:R:1
C 2.158 0.244 -0.826 -0.661
C 0.970 -0.473 -0.659 0.512
N -0.020 -0.951 -0.289 -0.479
N -0.514 1.904 0.190 -1.100
N -2.248 -1.761 0.372 -0.926
S 3.267 -0.335 0.587 0.050
H 2.003 1.281 -0.851 0.289
H 2.810 0.077 -1.825 0.308
H -2.598 -1.004 0.961 0.433
H -1.075 -1.681 0.337 0.469
H -1.187 1.753 -0.539 0.358
H -0.124 2.798 -0.101 0.373
H -2.585 -1.668 -0.578 0.426
H -0.976 2.010 1.085 0.373
H -2.634 -2.686 0.618 0.433
H 2.752 0.491 1.520 0.143
```

Net charge: +1
Max |F| (eV/Å): 4.717
ΔE to the lowest compared entry with this formula, charge and spin (eV): 2.073

***

Record 18
Density functional theory data (ωB97M-V/def2-TZVPD) for 3 unconnected molecules or ions with the total composition C2H10N3S.

```
16
Properties=species:S:1:pos:R:3:nbo_charge:R:1
C -1.645 -0.582 -0.770 0.008
C -0.083 0.700 0.118 0.391
N -2.379 -0.890 0.291 -0.771
N 0.425 0.373 1.278 -0.784
N 0.246 1.846 -0.455 -0.761
S 3.210 -0.569 -0.043 -0.333
H -0.895 -1.366 -1.105 0.233
H -2.020 0.062 -1.436 0.203
H -2.167 -1.633 0.977 0.408
H -3.322 -0.564 0.508 0.422
H 1.242 0.861 1.577 0.411
H -0.038 -0.334 1.869 0.422
H -0.159 1.955 -1.334 0.405
H 2.486 -1.675 -0.443 0.155
H 0.864 2.602 -0.132 0.411
H 4.237 -0.784 -0.900 0.178
```

Net charge: +1
Max |F| (eV/Å): 6.057
ΔE to the lowest compared entry with this formula, charge and spin (eV): 2.706

***

Record 19
Density functional theory data (ωB97M-V/def2-TZVPD) for 2 unconnected molecules or ions with the total composition C2H10N4.

```
16
Properties=species:S:1:pos:R:3:nbo_charge:R:1
N -1.877 -2.568 -0.876 -0.880
C -0.640 -1.906 -1.364 -0.050
N -0.921 -1.000 -2.451 -0.834
H -2.500 -1.940 -0.389 0.353
H -1.750 -3.413 -0.356 0.361
H -0.285 -1.294 -0.534 0.157
H 0.033 -2.688 -1.687 0.184
H -1.068 -1.498 -3.316 0.355
H -1.761 -0.460 -2.305 0.354
N 1.081 1.492 2.345 -0.826
C 1.605 2.483 1.510 0.274
N 1.701 3.667 1.933 -0.690
H 0.973 1.945 3.247 0.374
H 1.649 0.690 2.550 0.375
H 1.765 2.191 0.472 0.151
H 1.995 4.301 1.222 0.342
```

Max |F| (eV/Å): 2.156
SMILES: [H]/N=C/N.NCN
ΔE to the lowest compared entry with this formula, charge and spin (eV): 0.896

***

Record 20
Density functional theory data (ωB97M-V/def2-TZVPD) for 3 unconnected molecules or ions with the total composition C2H10N4.

```
16
Properties=species:S:1:pos:R:3:nbo_charge:R:1
C -10.412 0.218 1.000 0.029
C 10.274 -1.957 0.588 -0.841
N -9.914 1.036 0.198 -0.179
N 11.313 2.454 -0.032 -0.028
N -10.506 1.534 -0.857 -0.566
N 11.577 1.607 -0.689 0.500
H -9.902 0.075 1.905 0.237
H -11.376 -0.151 0.902 0.228
H 10.438 -2.288 1.564 0.226
H 9.507 -2.563 0.189 0.231
H 11.155 -2.252 -0.095 0.214
H -9.056 1.500 0.318 0.442
H 11.436 3.422 0.197 0.528
H -11.420 1.105 -1.077 0.401
H -9.941 1.562 -1.694 0.410
H 10.095 -0.918 0.504 0.171
```

Net charge: +2
Max |F| (eV/Å): 4.162
ΔE to the lowest compared entry with this formula, charge and spin (eV): 2.335